No. 1
The following is a DFT calculation (ωB97M-V/def2-TZVPD) of a cluster of 2 separate species, C12H25N2O12P in total at a distorted geometry.

```
! RIJCOSX wB97M-V def2-TZVPD def2/J DEFGRID3
* xyz 0 1
H -2.23 1.75 -0.42
C 3.94 -3.96 2.12
H -3.92 1.30 1.38
H -2.69 4.03 0.88
O 0.87 2.50 -4.13
C 0.39 2.20 -1.09
O -5.04 1.99 3.53
H 4.86 -4.33 2.57
C 1.14 -1.33 0.06
H 3.11 -6.18 -2.19
H 1.65 -5.40 -2.84
C -2.61 3.02 1.30
O -1.16 1.11 1.26
P -0.53 2.18 -3.49
H 3.41 -4.79 1.67
H 0.98 1.49 -0.51
H 1.44 -0.53 0.74
H 0.70 2.71 1.41
O -0.38 1.45 -2.05
N 2.41 -4.52 -1.10
O -4.67 2.75 0.08
H 1.61 -2.88 1.43
C -0.50 3.01 -0.14
C -4.01 2.39 1.31
H -1.23 3.66 2.58
O -1.38 1.27 -4.45
H -1.42 1.33 2.18
O 5.46 -2.64 0.86
N 3.33 -2.34 0.36
H -5.58 2.48 4.18
H 1.35 -1.04 -0.97
O -5.29 3.99 2.49
C 4.29 -2.93 1.07
H 1.10 2.88 -1.58
O -1.25 3.46 -3.37
H 0.07 -1.48 0.17
H 3.37 -4.22 -0.98
C 1.46 -3.81 -0.48
H 3.64 -1.64 -0.30
C 2.17 -5.70 -1.93
H -5.11 3.62 0.19
C -1.66 2.17 0.42
O 0.30 3.48 0.96
C 1.89 -2.62 0.41
H 1.54 -6.41 -1.39
H 0.59 3.03 -4.89
H -0.91 3.87 -0.69
H 3.33 -3.50 2.90
C -4.83 2.86 2.52
O 0.27 -4.09 -0.61
O -2.04 3.11 2.62
H -2.23 1.30 -4.02
*
```

Values from the calculation:
* SMILES: O=C(O)[C@@H](O)[C@@H](O)[C@H](O)[C@@H](O)COP(=O)(O)O.CNC(=O)[C@H](C)NC(C)=O
* HOMO level: -9.493 eV
* LUMO energy: 0.308 eV
* max |F|: 3.2 eV Å⁻¹
* energy: -1826.1578 Ha



No. 2
The following is a DFT calculation (ωB97M-V/def2-TZVPD) of the molecule H4N2O3S at a distorted geometry.

```
! RIJCOSX wB97M-V def2-TZVPD def2/J DEFGRID3
* xyz 0 1
N -0.51 1.52 0.43
N 0.75 -0.46 -0.91
O -1.68 -0.27 -0.90
H 0.99 -1.57 0.64
O 1.59 -1.11 0.01
O -0.44 -0.90 1.22
H -0.38 2.19 -0.25
S -0.60 -0.06 0.04
H 0.04 1.85 1.18
H 0.24 -1.19 -1.46
*
```

Values from the calculation:
* SMILES: NS(=O)(=O)NO
* HOMO level: -10.801 eV
* LUMO energy: 0.459 eV
* relative energy (zero: lowest compared OMol25 entry of this formula, charge and spin): 23.1 kJ/mol
* max |F|: 3.1 eV Å⁻¹
* energy: -735.7262 Ha



No. 3
The following is a DFT calculation (ωB97M-V/def2-TZVPD) of a cluster of 2 separate species, C3H6Cl2F2 in total at a distorted geometry.

```
! RIJCOSX wB97M-V def2-TZVPD def2/J DEFGRID3
* xyz 0 1
H 2.62 -0.45 1.12
Cl -4.04 -0.38 0.13
F 1.03 -1.14 -0.88
C -2.40 -0.14 -0.48
H -2.40 -0.33 -1.55
F -2.02 1.13 -0.25
C 1.73 0.16 0.98
H 0.92 -0.23 1.60
H 1.95 1.18 1.30
H 2.12 0.54 -1.12
C 1.32 0.16 -0.48
Cl -1.25 -1.24 0.28
H 0.42 0.76 -0.65
*
```

Values from the calculation:
* SMILES: FC(Cl)Cl.CCF
* HOMO level: -10.974 eV
* LUMO energy: 0.895 eV
* max |F|: 1.2 eV Å⁻¹
* energy: -1237.9971 Ha



No. 4
The following is a DFT calculation (ωB97M-V/def2-TZVPD) of a structure of composition C5H15NO at a distorted geometry.

```
! RIJCOSX wB97M-V def2-TZVPD def2/J DEFGRID3
* xyz 0 1
N -0.04 -0.93 -0.80
C 1.90 -2.41 -0.85
H 2.99 -0.56 0.57
H 0.19 -0.72 -1.79
H 1.28 -3.23 -1.25
H -0.33 0.30 -0.41
C -1.92 1.75 0.10
H 2.72 -2.83 -0.23
H -1.85 2.31 2.25
C 1.13 -1.34 -0.06
H -2.51 0.70 1.86
H -3.49 2.15 1.51
H -1.91 2.81 -0.22
H -0.90 -1.47 -0.73
H 1.67 0.54 0.94
H -2.61 1.19 -0.59
C -2.47 1.75 1.52
H 2.38 -1.88 -1.69
H 2.28 0.40 -0.75
O -0.58 1.36 -0.01
C 2.07 -0.13 0.17
H 0.73 -1.74 0.90
*
```

Values from the calculation:
* HOMO level: -8.343 eV
* LUMO energy: 0.776 eV
* relative energy (zero: lowest compared OMol25 entry of this formula, charge and spin): 132.8 kJ/mol
* max |F|: 2.8 eV Å⁻¹
* energy: -329.4570 Ha



No. 5
The following is a DFT calculation (ωB97M-V/def2-TZVPD) of a structure of composition C27H16Br6F3NO6Rh.

```
! RIJCOSX wB97M-V def2-TZVPD def2/J DEFGRID3
* xyz -1 5
C -1.47 -0.66 -4.51
C -1.88 1.58 -0.90
Br 7.32 3.00 0.53
C 5.45 2.78 0.66
H -4.55 1.14 -1.81
C -0.38 -0.51 5.46
C -2.67 -0.60 -3.82
H -0.89 -0.95 -6.57
C -0.93 -0.65 3.11
O 0.82 -1.43 -1.17
H -3.52 -1.17 -4.18
C 1.13 -3.75 -0.77
H -4.85 -0.47 -2.47
H 1.40 1.79 -3.28
O 2.94 0.21 0.46
C 1.01 -2.29 -0.28
C 3.48 1.33 0.61
H -2.28 -1.92 -6.06
C -1.32 -1.52 -5.74
C -2.38 -1.80 4.68
C 4.90 1.53 0.55
O -1.06 1.77 -0.03
H -2.90 1.95 -0.72
C 0.69 0.27 5.12
Br -2.86 -2.32 6.45
C 2.63 2.49 0.89
C 0.92 0.57 3.77
F 1.87 -4.51 0.05
H 1.75 1.20 3.47
C 3.25 3.78 0.98
H 0.55 0.04 -4.57
F -0.10 -4.31 -0.84
Br 5.94 -0.02 0.27
Br -3.96 -2.47 0.92
H -4.01 -0.30 -0.93
H -0.65 -2.35 -5.53
C -1.24 -1.00 4.45
O 1.09 -2.11 0.95
H 0.56 2.46 -1.87
Br 5.38 5.64 1.01
C -2.84 -1.87 2.32
H -0.58 -0.75 6.49
C -0.39 0.08 -4.03
C -3.16 -2.22 3.64
C -0.47 0.82 -2.86
C -4.13 0.13 -1.92
C -2.81 0.15 -2.66
H 1.37 0.65 5.88
F 1.67 -3.83 -2.00
O -1.42 -0.76 0.79
O 1.40 2.31 1.03
C 0.77 1.55 -2.42
Br 2.09 5.23 1.25
C 4.61 3.92 0.87
H -4.03 -2.84 3.83
Rh 0.62 0.22 0.61
H 1.37 0.90 -1.77
C -1.69 0.86 -2.17
C -1.73 -1.09 1.98
N 0.14 0.13 2.82
*
```

Values from the calculation:
* HOMO level (spin up / spin down): -4.923 / -4.879 eV
* LUMO energy (spin up / spin down): 1.992 / 0.596 eV
* relative energy (zero: lowest compared OMol25 entry of this formula, charge and spin): 9.6 kJ/mol
* max |F|: 0.8 eV Å⁻¹
* energy: -17399.0512 Ha



No. 6
The following is a DFT calculation (ωB97M-V/def2-TZVPD) of a cluster of 2 separate species, C5H11NO in total at a distorted geometry.

```
! RIJCOSX wB97M-V def2-TZVPD def2/J DEFGRID3
* xyz -1 2
H -1.96 -2.89 -0.96
H -1.95 1.10 -1.42
N 1.12 -0.62 0.15
H -0.56 -2.43 -0.36
H 3.22 -0.83 -0.08
C -0.08 1.33 -0.53
C -1.54 1.90 -0.79
H 0.25 0.80 -1.43
H -0.10 -0.38 2.56
C 2.40 -0.25 0.34
C 0.12 0.29 0.54
O -1.07 -2.63 -1.17
C -0.35 0.36 1.79
H 2.66 0.42 1.18
H 0.60 2.17 -0.27
H -2.18 1.96 0.09
H -1.17 0.98 2.11
H -1.48 2.85 -1.32
*
```

Values from the calculation:
* HOMO level (spin up / spin down): 0.167 / -3.292 eV
* LUMO energy (spin up / spin down): 3.942 / 3.918 eV
* relative energy (zero: lowest compared OMol25 entry of this formula, charge and spin): 165.0 kJ/mol
* max |F|: 2.2 eV Å⁻¹
* energy: -327.0121 Ha



No. 7
The following is a DFT calculation (ωB97M-V/def2-TZVPD) of the molecule C6H4O.

```
! RIJCOSX wB97M-V def2-TZVPD def2/J DEFGRID3
* xyz 0 1
H 0.83 -1.46 2.16
O 0.96 -0.01 -0.76
C 1.49 -0.81 0.18
H -1.28 0.28 -2.14
C -2.04 1.65 -1.83
C -0.41 0.02 1.01
C -0.21 0.47 -0.26
H 2.41 -1.30 -0.10
H -1.27 0.23 1.63
C 0.70 -0.84 1.29
C -1.11 0.98 -1.26
*
```

Values from the calculation:
* HOMO level: -9.082 eV
* LUMO energy: 0.444 eV
* relative energy (zero: lowest compared OMol25 entry of this formula, charge and spin): 289.0 kJ/mol
* max |F|: 0.7 eV Å⁻¹
* energy: -306.1015 Ha



No. 8
The following is a DFT calculation (ωB97M-V/def2-TZVPD) of a cluster of 2 separate species, C22H39F3NO4P in total at a distorted geometry.

```
! RIJCOSX wB97M-V def2-TZVPD def2/J DEFGRID3
* xyz 0 1
H 0.88 -5.62 1.41
O 2.16 3.04 1.17
H 2.64 0.16 0.02
H -1.27 -3.24 1.40
C 1.62 -4.00 -0.01
H 5.68 0.52 -0.08
H 3.91 2.36 -0.72
H 0.84 -2.15 -4.32
H 3.25 1.46 2.15
H -4.46 1.24 4.57
C -2.61 0.80 -2.21
H 2.64 -1.05 -2.86
C -1.86 2.25 -2.54
H 0.43 -4.19 3.54
H 4.54 4.49 2.19
H -3.30 3.69 -1.30
H 3.68 -2.11 0.70
O 3.80 -2.55 -1.49
H -1.23 -4.55 -0.09
F -7.81 2.46 -0.62
C 4.43 2.14 0.31
H 2.22 -4.32 2.98
H -3.21 1.74 2.49
C 1.19 -3.79 2.72
O -6.63 3.09 1.83
C 1.26 -2.50 -0.62
H 5.05 2.93 3.21
H 3.80 0.27 -1.57
H 2.49 -3.50 -3.01
C 0.58 -2.12 -3.15
H 5.42 2.78 0.34
H 1.44 -4.78 -0.88
H -2.24 4.60 -2.70
C -0.93 -4.30 1.02
H 1.27 -2.62 2.68
F -5.78 2.80 -1.34
O -4.84 1.78 1.26
C -6.04 2.39 1.01
H -6.00 1.37 3.70
C -6.51 2.11 -0.41
H -0.14 -3.06 -2.99
H -3.76 0.78 -1.87
C 3.45 2.47 1.58
H -4.32 3.07 2.83
C 0.69 -4.45 1.26
C 4.16 3.49 2.66
C -2.78 3.60 -2.37
C -0.28 2.22 -3.02
H -3.69 3.48 -3.13
N 4.73 0.65 0.36
H 0.20 3.29 -3.24
H 1.69 0.87 -3.59
F -6.41 0.80 -0.75
H 2.75 -4.05 0.37
C -4.27 2.01 2.56
H 3.35 3.71 3.49
C 3.68 -0.12 -0.47
C -1.75 -0.58 -2.42
C 0.57 0.79 -3.22
C -0.18 -0.67 -2.92
H 5.27 -1.72 -0.21
H 2.30 4.05 1.24
C -4.94 1.12 3.59
H -4.89 0.07 3.29
H 1.36 -1.64 0.17
P 2.26 -2.28 -2.22
H -2.29 -1.62 -2.22
C 4.09 -1.70 -0.35
H -1.47 -5.11 1.70
H 0.10 -2.55 -0.89
*
```

Values from the calculation:
* SMILES: Cc1ccc(C[PH2](CCC(C)C)OCCNC[C@@H](C)O)cc1.CCOC(=O)C(F)(F)F
* HOMO level: -7.842 eV
* LUMO energy: 0.374 eV
* max |F|: 4.7 eV Å⁻¹
* energy: -1857.7961 Ha



No. 9
The following is a DFT calculation (ωB97M-V/def2-TZVPD) of a structure of composition C24H36AlBrClCsKMgN4O10S at a distorted geometry.

```
! RIJCOSX wB97M-V def2-TZVPD def2/J DEFGRID3
* xyz 1 1
N -2.14 -1.64 -3.19
O 8.64 -4.53 1.73
H 7.58 -5.28 -6.73
N 9.04 -4.67 2.90
H -2.93 3.92 3.11
O -3.35 2.30 1.75
C -1.24 -1.81 -1.99
H -7.15 5.28 1.81
H 2.70 -2.00 -1.55
O 8.81 -2.01 -5.09
H 2.75 -0.68 2.99
H -3.58 -2.91 0.58
C -8.30 5.47 3.64
C -7.59 6.08 2.43
H -4.57 1.62 0.12
H -5.52 2.07 1.72
H -9.08 4.78 3.31
C 6.93 -4.73 -7.42
C -1.68 -1.94 -0.41
H 6.14 -5.40 -7.78
O 8.65 -3.96 -4.59
S -1.02 -1.53 -4.57
H 3.01 -3.03 1.02
C -6.49 7.06 2.81
H 5.03 -0.83 1.86
H -3.93 -1.46 -0.72
H -4.62 3.12 3.40
H -6.90 7.88 3.42
H 7.91 -4.56 4.66
Cl 1.60 0.56 1.15
H -2.82 -1.45 2.41
H -6.04 7.49 1.91
H 4.23 0.62 0.79
Cs 9.96 -2.84 -2.25
C 2.71 -0.80 1.82
O -2.26 3.02 -2.51
C 8.55 -2.80 -4.18
C -0.52 -2.13 0.73
C 0.36 -1.84 -2.48
Mg -3.72 -3.25 -1.83
C -7.29 4.71 4.49
H -2.40 4.43 -0.35
K 0.86 0.53 -3.65
H 4.31 -1.13 0.09
O -4.18 5.43 -0.76
H -5.69 6.58 3.38
Al 2.92 -2.05 -5.18
H -8.76 6.25 4.25
H -2.66 5.05 -2.79
C -3.18 -0.84 1.46
H -5.43 -0.61 1.14
H 7.16 -5.52 3.35
C -3.05 4.09 -2.40
H -2.33 -0.05 1.21
C 4.20 -0.52 1.10
C 1.05 -2.15 0.25
N 0.65 -1.69 -3.98
H -2.98 2.18 3.89
C -4.58 -0.02 1.72
O 8.24 -2.48 -3.04
H -4.79 -0.08 2.89
H -8.33 6.59 1.81
C -3.51 2.88 3.09
O 10.15 -4.35 3.33
C -3.38 4.37 -0.86
O 6.56 -2.42 -7.18
N -6.46 4.08 5.20
Br -1.36 -0.94 2.86
C 6.30 -3.55 -6.69
C 2.18 -2.31 1.47
H 8.55 -6.19 4.25
O 5.60 -3.86 -5.68
C 1.54 -1.99 -1.33
H -4.03 4.04 -2.91
H -3.76 3.41 -0.46
C -3.25 -1.87 0.14
C -4.54 1.57 1.30
H 1.72 -2.89 2.39
C 8.09 -5.29 3.87
H 7.52 -4.40 -8.27
H -0.79 -2.23 1.86
*
```

Values from the calculation:
* HOMO level: -8.127 eV
* LUMO energy: -6.740 eV
* max |F|: 16.8 eV Å⁻¹
* energy: -6400.9327 Ha



No. 10
The following is a DFT calculation (ωB97M-V/def2-TZVPD) of a structure of composition C36H37AgN4P3S3SbTe.

```
! RIJCOSX wB97M-V def2-TZVPD def2/J DEFGRID3
* xyz -1 2
Sb 4.51 -2.08 2.26
H 1.30 3.49 -0.05
C -1.67 -1.06 0.17
H -1.48 -1.74 -2.31
H 5.08 5.17 0.37
H -4.89 2.74 -0.83
C 1.15 -3.13 -3.93
H -2.10 5.07 1.43
S 4.77 -1.26 0.10
H -2.53 -3.89 -1.02
C 4.53 4.24 0.21
C 4.43 1.90 1.12
H -7.88 -2.85 0.99
H 4.84 3.14 3.41
C 1.59 0.96 -3.56
C -1.86 1.84 0.41
C -1.67 -5.76 2.24
C -1.28 -3.93 0.73
H -1.42 -6.29 3.15
C -6.96 -2.52 0.51
H 4.81 3.78 -0.73
C -5.88 -2.16 1.29
H -3.26 -7.10 1.72
H 1.33 3.18 2.81
H 2.11 1.06 -4.50
H -3.82 -5.89 -0.37
H 1.95 -0.44 -0.53
H 3.10 -0.26 -2.61
N -6.97 -2.50 -0.82
Te -3.02 -1.22 1.79
H 2.64 2.86 -0.98
H 5.15 4.79 2.79
H 1.99 -3.64 -0.68
H -3.79 -1.43 -1.25
C 0.21 0.72 -1.12
C -2.30 -4.41 -0.10
P -0.43 -2.37 0.34
H 3.28 5.98 1.71
H 2.85 -4.02 -2.96
C 2.79 5.01 1.59
C -0.55 -2.28 -2.47
C -0.96 -4.62 1.89
C 0.34 1.56 -3.39
H 6.01 3.23 1.29
C -3.01 -5.54 0.26
H -5.95 -2.21 2.37
H 4.75 1.54 0.14
C 0.18 -2.70 -1.36
C -0.07 -2.50 -3.75
C 2.38 2.90 2.73
C 1.40 -3.34 -1.54
Ag 1.32 -1.40 1.78
C -1.53 3.04 1.02
H 4.88 1.24 1.86
P -0.66 0.45 0.51
H -1.30 1.92 -2.08
C -3.08 1.74 -0.25
H -3.35 0.80 -0.72
N 4.99 3.29 1.32
C 1.88 -3.55 -2.83
H -5.85 -2.08 -2.50
C -2.70 -6.22 1.44
C -2.38 4.14 0.95
P 2.59 1.80 1.23
C -5.84 -2.10 -1.41
H -0.16 -4.25 2.53
N 3.17 4.14 2.69
C 2.14 0.24 -2.52
H -4.25 4.89 0.22
C 4.57 3.88 2.66
C -4.70 -1.72 -0.73
C 2.36 3.22 0.01
H -0.10 2.13 -4.20
C -4.70 -1.75 0.66
H 1.55 -3.28 -4.93
H 1.71 5.16 1.63
C 1.46 0.12 -1.31
C -0.33 1.44 -2.18
S 2.59 -3.57 2.13
S 3.02 -0.39 3.28
C -3.94 2.83 -0.32
H 2.64 2.33 3.62
N 3.13 4.46 0.28
H -0.64 -2.16 -4.61
C -3.59 4.04 0.28
H -0.60 3.12 1.57
*
```

Values from the calculation:
* HOMO level (spin up / spin down): -3.888 / -3.885 eV
* LUMO energy (spin up / spin down): 1.431 / 1.333 eV
* relative energy (zero: lowest compared OMol25 entry of this formula, charge and spin): 0.0 kJ/mol
* max |F|: 0.6 eV Å⁻¹
* energy: -4486.9376 Ha



No. 11
The following is a DFT calculation (ωB97M-V/def2-TZVPD) of the ion C4H8ClN5O with charge +2 at a distorted geometry.

```
! RIJCOSX wB97M-V def2-TZVPD def2/J DEFGRID3
* xyz 2 1
H -1.98 0.28 -0.50
C 1.46 -0.37 -0.06
N -1.30 -2.53 -0.62
H -2.32 -2.35 -0.86
H -0.64 2.65 1.26
N 1.73 0.27 -1.26
H -0.17 1.24 2.35
N 0.00 1.62 -0.95
C -1.21 -0.14 0.12
Cl 2.54 -0.40 1.34
C 0.00 1.80 1.37
H -1.85 -0.43 1.08
O 0.70 -1.52 -0.25
C -0.61 -1.51 -0.34
H 0.97 2.08 1.46
H 2.67 0.39 -1.82
H -0.72 -3.30 -0.87
N -0.19 0.93 0.20
N 0.92 1.30 -1.65
*
```

Values from the calculation:
* SMILES: CN1CC(=[NH2+])O/C(Cl)=[NH+]\N=N/1
* HOMO level (spin up / spin down): -19.026 / -19.025 eV
* LUMO energy (spin up / spin down): -9.623 / -9.623 eV
* relative energy (zero: lowest compared OMol25 entry of this formula, charge and spin): 113.6 kJ/mol
* max |F|: 4.6 eV Å⁻¹
* energy: -965.5986 Ha